{
  "formula": "C34H43B2CoF2N5O2",
  "method": "the ωB97M-V functional and the def2-TZVPD basis",
  "symbols": ["Co", "C", "C", "C", "C", "C", "C", "C", "C", "C", "C", "C", "C", "N", "C", "O", "C", "C", "C", "C", "C", "N", "C", "O", "N", "C", "C", "C", "C", "C", "C", "C", "C", "C", "C", "C", "C", "H", "H", "H", "H", "H", "H", "H", "H", "H", "H", "H", "H", "H", "H", "H", "H", "H", "H", "H", "H", "H", "H", "H", "H", "H", "H", "H", "H", "H", "H", "H", "H", "H", "H", "H", "H", "H", "B", "C", "N", "H", "H", "H", "F", "B", "F", "C", "C", "N", "H", "H", "H"],
  "xyz": [[0.118155, 0.288411, 0.523553], [-2.644488, 0.329808, 2.775752], [-2.678193, -1.151564, 2.385081], [-1.859547, -2.000584, 3.354394], [-3.169641, -0.560039, 0.018168], [-4.455287, -0.971286, -0.336335], [-5.243917, -0.246289, -1.210384], [-4.724687, 0.888432, -1.813481], [-3.466678, 1.360790, -1.465918], [-2.889059, 2.511864, -2.273543], [-2.632116, 2.056512, -3.713958], [-3.776780, 3.755159, -2.248833], [-2.737169, 0.687644, -0.463663], [-1.514732, 1.244236, -0.001900], [-1.516101, 2.524666, 0.405303], [-2.447158, 3.309428, 0.620503], [-0.089615, 3.036068, 0.481772], [0.274131, 4.369864, 0.444309], [1.618988, 4.670659, 0.244493], [2.545211, 3.650808, 0.058740], [2.105370, 2.335502, 0.133966], [0.830214, 2.072759, 0.380229], [2.955313, 1.134313, -0.211265], [4.112668, 1.357485, -0.616173], [2.290608, -0.006767, -0.093062], [2.971653, -1.130796, -0.635836], [3.909567, -1.886732, 0.088947], [4.537848, -2.948966, -0.556188], [4.251283, -3.289916, -1.866059], [3.305429, -2.556145, -2.558210], [2.660968, -1.480742, -1.960929], [1.653357, -0.666584, -2.751864], [2.370133, 0.441098, -3.533165], [0.784586, -1.504842, -3.686612], [4.264434, -1.704858, 1.560953], [4.566973, -0.280740, 2.028963], [3.219634, -2.352605, 2.470706], [-2.885011, 0.451474, 3.840081], [-3.368279, 0.911116, 2.202569], [-1.671531, 0.777126, 2.590865], [-3.720267, -1.471995, 2.492636], [-0.791890, -1.855843, 3.187482], [-2.064446, -3.057959, 3.195362], [-2.109123, -1.749843, 4.395068], [-4.805540, -1.913847, 0.060060], [-6.237337, -0.598235, -1.468490], [-5.296621, 1.405286, -2.577425], [-1.921594, 2.780899, -1.854517], [-3.566959, 1.771303, -4.203350], [-1.969882, 1.189439, -3.731548], [-2.171254, 2.858093, -4.298570], [-4.729898, 3.561012, -2.748922], [-3.291409, 4.584969, -2.771483], [-3.972933, 4.053487, -1.220878], [-0.497448, 5.122263, 0.527902], [1.937976, 5.706052, 0.193907], [3.587142, 3.826006, -0.168188], [5.260119, -3.537399, 0.001348], [4.746879, -4.132905, -2.333978], [3.056666, -2.827560, -3.576672], [0.987385, -0.186581, -2.029654], [3.005344, -0.000215, -4.308032], [3.004821, 1.039321, -2.880382], [1.643519, 1.096113, -4.022460], [1.368239, -1.923464, -4.511470], [0.009157, -0.873565, -4.127281], [0.298173, -2.317426, -3.149422], [5.193743, -2.274897, 1.686222], [3.645744, 0.277184, 2.196652], [5.159776, 0.272090, 1.302409], [5.108730, -0.326361, 2.979615], [2.236547, -1.933187, 2.284915], [3.485441, -2.187261, 3.521164], [3.146409, -3.425422, 2.290466], [-2.773476, -3.085896, 0.652602], [-2.322086, -1.482495, 0.888602], [-0.869177, -1.358307, 0.613456], [-1.836941, -3.799139, 1.035687], [-3.762476, -3.375680, 1.338899], [-3.010773, -3.317422, -0.521467], [-0.422250, -3.135820, -1.059392], [-0.201399, -2.479896, 0.112673], [0.971347, -2.926704, 0.660802], [0.424461, 0.483590, 5.043324], [0.647344, 0.381031, 3.611680], [0.769692, 0.212371, 2.484488], [1.345336, 0.758811, 5.555321], [0.071920, -0.482122, 5.403661], [-0.343248, 1.232358, 5.235167]],
  "atomic_forces_ev_per_a": [[0.0418, -0.1578, -0.3184], [0.0104, -0.0447, 0.0098], [0.0399, 0.0369, -0.0049], [-0.0473, 0.0067, 0.0176], [-0.0502, -0.0001, -0.0704], [0.0188, -0.0172, -0.0458], [-0.0278, 0.0280, -0.0286], [-0.0093, -0.0365, 0.0263], [0.0055, -0.0197, 0.0148], [0.0184, -0.0182, 0.0286], [-0.0107, -0.0122, 0.0026], [0.0081, -0.0141, -0.0035], [0.1429, 0.0081, 0.0353], [-0.2993, 0.2113, 0.0256], [0.1042, 0.0015, 0.0268], [0.0702, -0.1094, -0.0867], [0.1492, -0.1873, -0.0571], [0.0577, -0.0848, 0.0343], [0.0820, -0.0567, 0.0114], [-0.0851, 0.0492, 0.0697], [-0.1306, 0.0539, 0.0693], [-0.1717, 0.0900, -0.1934], [-0.0730, 0.0421, 0.0476], [0.0333, -0.0187, 0.0006], [0.1021, -0.0638, 0.0915], [-0.0263, 0.0539, 0.0457], [-0.0153, -0.0014, -0.0205], [-0.0421, -0.0368, 0.0240], [-0.0019, -0.0126, 0.0071], [-0.0066, -0.0241, -0.0048], [-0.0365, -0.0612, -0.0466], [-0.0101, 0.0431, 0.0180], [-0.0514, -0.0004, 0.0277], [0.0142, 0.0011, -0.0013], [0.0758, 0.0332, -0.0384], [-0.0380, 0.0128, 0.0011], [0.0274, 0.0135, 0.0374], [-0.0153, -0.0122, 0.0284], [-0.0110, 0.0158, -0.0030], [0.0795, 0.0366, 0.0374], [-0.0202, 0.0168, -0.0355], [0.0758, 0.0294, -0.0185], [-0.0127, -0.0135, -0.0119], [0.0258, 0.0209, 0.0057], [-0.0090, -0.0060, 0.0099], [-0.0092, -0.0026, -0.0081], [-0.0165, 0.0079, -0.0052], [-0.0059, 0.0278, -0.0064], [0.0015, 0.0002, -0.0062], [0.0060, -0.0072, 0.0035], [0.0167, 0.0213, -0.0160], [-0.0111, 0.0079, 0.0057], [0.0056, 0.0163, -0.0102], [0.0099, 0.0131, 0.0409], [0.0028, 0.0135, 0.0049], [0.0032, -0.0123, -0.0053], [0.0031, 0.0281, -0.0067], [0.0184, 0.0005, 0.0057], [0.0117, 0.0009, -0.0098], [-0.0007, -0.0108, -0.0126], [0.0163, -0.0382, -0.0418], [0.0170, -0.0049, -0.0031], [0.0293, 0.0221, 0.0155], [-0.0113, 0.0126, -0.0103], [0.0127, -0.0066, -0.0298], [-0.0170, 0.0042, 0.0037], [-0.0148, -0.0021, 0.0209], [0.0004, 0.0429, 0.0141], [-0.0300, 0.0151, -0.0078], [0.0217, -0.0055, -0.0178], [0.0058, 0.0084, 0.0097], [-0.0835, 0.0651, 0.0107], [0.0221, -0.0257, 0.0107], [-0.0180, -0.0193, -0.0219], [0.0588, 0.0481, 0.0741], [-0.0845, -0.1033, 0.0298], [0.0797, 0.0754, 0.0436], [-0.0006, -0.0069, -0.0235], [-0.0078, -0.0075, -0.0003], [0.0037, -0.0386, -0.0004], [-0.0676, -0.0291, -0.0489], [0.0015, 0.0313, -0.0438], [0.0359, 0.0130, 0.0232], [-0.0197, 0.0231, 0.0174], [0.1606, -0.3044, -0.2580], [-0.1140, 0.3377, 0.4931], [-0.0076, -0.0016, -0.0041], [-0.0079, 0.0003, 0.0073], [0.0016, -0.0060, -0.0014]],
  "spin_multiplicity": 2,
  "total_charge": -2,
  "s2": 0.79,
  "relative_energy_kcal_mol": 16.0,
  "orbital_gap_ev": [5.8, 5.7]
}